Entry 1:
The molecule C5H5N in a non-equilibrium geometry. Source: the OMol25 dataset; level of theory: wB97M-V/def2-TZVPD.

Element x y z (Å)
C -0.5963 -0.4452 -2.2951
C -0.4021 -0.4617 -1.1070
C -0.1547 -0.3760 0.3443
C -0.0755 1.0693 0.8700
C 1.0604 -1.1344 0.7118
N 2.0341 -1.6749 1.0192
H -0.7610 -0.4006 -3.3517
H -0.9965 -0.8225 0.8860
H -0.9941 1.5972 0.6058
H 0.0049 1.0410 1.9594
H 0.7781 1.6087 0.4594

- energy relative to the best compared isomer or geometry (same formula, charge and spin) (kJ/mol) = 208.00
- highest occupied orbital energy (eV) = -10.714
- total charge = 0
- Kohn-Sham gap (eV) = 11.51
- energy (eV) = -6753.752
- SMILES = C#C[C@H](C)C#N

Entry 2:
A structure of composition C5H10OReSSbSe4. Source: the OMol25 dataset; level of theory: wB97M-V/def2-TZVPD.

Element x y z (Å)
Re -2.0980 -0.9981 -0.7079
Se 0.4690 0.5195 -3.8534
Sb -1.4622 -0.6830 -4.2811
Se -3.0773 0.6587 -1.7745
Se -1.7526 -2.5876 -2.3756
Se -3.2615 -1.1459 -5.6347
O -0.4747 -0.6481 0.2294
S 1.0572 -0.2609 0.0388
C 1.7232 -0.5391 1.6976
C 2.5486 0.7163 1.9577
C 1.6621 1.8899 1.5473
C 1.0940 1.5539 0.1686
H 2.2701 -1.4797 1.6942
H 0.8544 -0.6041 2.3559
H 3.4705 0.6954 1.3715
H 2.8346 0.7475 3.0080
H 2.2182 2.8245 1.4988
H 0.8487 2.0218 2.2616
H 1.7239 1.8784 -0.6607
H 0.0747 1.8938 -0.0200
C -3.3572 -1.9272 0.2645
H -2.9260 -2.5390 1.0678
H -4.4397 -1.9871 0.1461

- energy relative to the best compared isomer or geometry (same formula, charge and spin) (kJ/mol) = 25.68
- highest occupied orbital energy (eV) = -15.331
- total charge = +2
- Kohn-Sham gap (eV) = 5.67
- energy (eV) = -288264.337

Entry 3:
The molecule C3H6N4O in a non-equilibrium geometry. Source: the OMol25 dataset; level of theory: wB97M-V/def2-TZVPD.

Element x y z (Å)
H 0.4338 1.8226 -0.1068
N -0.5104 1.8458 0.0771
C -1.0538 0.7096 -0.0421
C -2.3277 0.2302 0.0281
N -2.3699 -1.0332 0.0561
O -1.1173 -1.5546 -0.0721
N -0.2628 -0.5105 -0.2349
N 0.8230 -0.6248 0.5192
C 1.9667 -0.3724 -0.2073
H -3.1838 0.9439 -0.1765
H 0.7534 -0.4277 1.5341
H 1.9390 0.5901 -0.9026
H 2.8948 -0.2674 0.3547
H 2.0149 -1.3516 -0.8269

- energy relative to the best compared isomer or geometry (same formula, charge and spin) (kJ/mol) = 592.64
- highest occupied orbital energy (eV) = -9.038
- total charge = 0
- Kohn-Sham gap (eV) = 9.21
- energy (eV) = -11210.634
- SMILES = [H]/N=c1/cnon1NC

Entry 4:
A structure of composition C25H47ClFeN16O11 in a non-equilibrium geometry. Source: the OMol25 dataset; level of theory: wB97M-V/def2-TZVPD.

Element x y z (Å)
Fe -16.2196 -15.6683 -2.9250
C -17.7567 -17.6397 -6.3543
C -18.2377 -16.7444 -5.2188
C -19.7276 -16.6486 -5.0805
O -17.5599 -16.9181 -4.0082
H -17.8428 -17.2997 -7.3864
H -18.0053 -18.6931 -6.4828
H -16.6828 -17.7068 -6.1806
H -17.8483 -15.8090 -5.6206
H -20.0142 -15.8715 -4.3719
H -20.2717 -17.5808 -4.9288
H -20.2732 -16.5559 -6.0195
Cl -14.1359 -15.5902 -4.4589
C -17.8680 -19.0556 -0.0073
C -18.3316 -18.6462 1.2047
C -17.8266 -19.2073 2.3756
C -16.8689 -20.2202 2.2958
C -16.2346 -20.4587 1.0592
C -16.8592 -20.0513 -0.1440
C -15.1930 -21.4435 0.9239
O -14.7201 -21.8269 -0.1912
C -14.7518 -22.1283 2.2012
C -13.7430 -23.1212 2.1359
C -13.2707 -23.6849 3.2972
C -13.8283 -23.4844 4.5110
C -14.8335 -22.5020 4.5954
C -15.2974 -21.7970 3.4569
C -16.3510 -20.8255 3.5833
O -16.8280 -20.5503 4.6820
H -18.0965 -18.4760 -0.8894
H -18.8480 -17.6980 1.2297
H -18.1249 -18.8002 3.3305
H -16.5462 -20.2224 -1.1634
H -13.3929 -23.3398 1.1379
H -12.6047 -24.5264 3.1755
H -13.6973 -24.0702 5.4088
H -15.2839 -22.3606 5.5668
C -18.4896 -15.7026 -0.7899
O -17.5258 -15.5723 -1.3679
N -18.9914 -14.9304 0.1111
N -19.4337 -16.5389 -1.1913
H -19.9926 -15.0154 0.2140
H -18.4072 -14.1093 0.1781
H -20.3214 -16.6482 -0.7221
H -19.2762 -16.9999 -2.0760
C -17.7025 -13.0050 -3.6928
O -16.8792 -13.8908 -3.7261
N -18.8665 -13.1793 -4.3296
N -17.6707 -12.0299 -2.8499
H -19.0047 -13.9940 -4.9104
H -19.4487 -12.3556 -4.2787
H -18.4728 -11.4174 -2.8866
H -16.7860 -11.8586 -2.3936
C -12.8142 -16.4028 -8.0325
O -12.2895 -16.6818 -9.1137
N -13.2661 -17.3022 -7.1908
N -13.0703 -15.1304 -7.7223
H -12.9226 -18.2458 -7.2988
H -13.6165 -16.9556 -6.3093
H -13.3111 -14.9033 -6.7681
H -12.4810 -14.4884 -8.2330
C -15.7518 -11.8258 -7.2331
O -15.3874 -10.8456 -7.8078
N -14.9511 -12.3051 -6.3298
N -16.9540 -12.4482 -7.5732
H -14.1423 -11.7205 -6.1746
H -15.2808 -13.0687 -5.7569
H -17.3407 -12.9150 -6.7654
H -17.3748 -11.7487 -8.1680
C -14.7294 -17.7986 -1.0365
O -15.5985 -17.2729 -1.6992
N -14.1922 -17.1562 -0.1648
N -13.9279 -18.8339 -1.4070
H -13.6941 -17.7182 0.5105
H -14.4672 -16.1914 -0.0480
H -13.0367 -19.0183 -0.9690
H -14.2103 -19.4118 -2.1856
C -14.2367 -13.6991 -1.3022
O -14.9030 -14.6991 -1.5852
N -14.2203 -12.9321 -0.3159
N -13.2877 -13.3323 -2.1100
H -15.0587 -12.8593 0.2426
H -13.4105 -12.3489 -0.1604
H -12.5699 -12.6392 -1.9539
H -13.4120 -13.8098 -2.9913
C -17.1069 -20.6252 -3.9062
O -17.1555 -21.8621 -3.9553
N -18.0849 -19.8950 -3.4509
N -16.1807 -19.8729 -4.3167
H -18.8820 -20.3692 -3.0511
H -18.1840 -18.9428 -3.7728
H -15.4798 -20.4251 -4.7900
H -16.1796 -18.8759 -4.1555
C -10.4349 -17.1129 -2.9363
O -9.3011 -17.3633 -2.6451
N -11.3756 -17.9108 -3.2845
N -10.8858 -15.9026 -2.8094
H -12.1943 -17.3808 -3.5467
H -11.1938 -18.8288 -3.6644
H -10.2370 -15.1461 -2.6458
H -11.8417 -15.7540 -3.0998

- ⟨S²⟩ = 6.0077
- energy relative to the best compared isomer or geometry (same formula, charge and spin) (kJ/mol) = 95.79
- highest occupied orbital energy (spin up / spin down) (eV) = -8.547 / -8.086
- total charge = 0
- Kohn-Sham gap (spin up / spin down) (eV) = 7.27 / 6.81
- energy (eV) = -119965.861
- multiplicity = 5

Entry 5:
The molecule C4H11NO3S in a non-equilibrium geometry. Source: the OMol25 dataset; level of theory: wB97M-V/def2-TZVPD.

Element x y z (Å)
C -1.7196 -0.5327 0.2955
C 0.1389 -1.9602 1.2635
C 0.3562 0.4281 1.0606
C 2.1922 0.6891 -2.7153
N -0.5305 -0.5960 1.1743
O 1.1811 0.3615 -0.1387
O -0.4013 0.9153 -1.9184
O 1.5589 0.6371 -3.8012
S 0.8845 1.2602 -1.3810
H -2.1247 0.5220 0.4334
H -1.4003 -0.3649 -0.8241
H -2.4388 -1.2646 0.3149
H 0.7742 -2.2302 0.4870
H 0.8122 -1.9414 2.1442
H -0.6161 -2.5992 1.2708
H -0.1547 1.4964 1.0316
H 1.0426 0.5632 1.9661
H 3.0054 1.5174 -2.4846
H 1.5827 1.4711 -4.3301
H 0.3281 2.2955 -0.3382

- ⟨S²⟩ = 2.0129
- energy relative to the best compared isomer or geometry (same formula, charge and spin) (kJ/mol) = 383.29
- highest occupied orbital energy (spin up / spin down) (eV) = -6.075 / -8.785
- total charge = 0
- Kohn-Sham gap (spin up / spin down) (eV) = 6.47 / 7.41
- energy (eV) = -22785.386
- multiplicity = 3